# 1
Entry from the Open Molecules 2025 dataset: a structure of composition C26H32BF4LiO10 (wB97M-V/def2-TZVPD).

XYZ file:
```
74
Properties=species:S:1:pos:R:3
F 2.02707 1.05170 -3.17446
F 0.99289 -0.76393 -2.49273
F -0.04137 1.33060 -2.58466
F 1.53344 0.86437 -1.01773
O -0.16070 -3.18955 -1.86618
O -7.43925 3.45174 -2.86498
O 0.86282 -3.58237 3.63336
O 5.04839 0.47199 5.02060
O -2.42230 1.91906 -0.73924
O -5.45517 -2.90351 -0.45878
O 2.06644 2.54027 0.77357
O 3.47599 -1.52751 -2.57436
O 5.57801 1.52390 -2.41180
O -1.34216 1.32338 2.32837
C 3.85031 -2.76449 -2.13130
C 4.27490 2.47560 3.77597
C -0.71928 -0.32078 3.93993
C -2.12164 -4.34394 -1.00693
C 2.80538 2.07344 1.88512
C -1.50026 -3.22531 -1.66272
C -6.22178 3.11695 -2.34299
C 0.23399 -1.89003 1.87614
C 2.79102 0.67141 2.14570
C 0.31237 -2.40050 3.19227
C 3.64766 0.13694 3.18874
C -2.23296 -2.06610 -2.03042
C 4.32833 1.10680 3.99000
C -3.61134 -2.02770 -1.64650
C 3.53830 2.80907 2.77660
C -0.37834 -0.68815 1.56162
C -4.87407 2.24566 -0.43659
C -0.17687 -1.55201 4.28906
C 4.87713 1.34369 -1.09988
C -3.73517 2.86817 -2.56984
C -0.80648 0.10215 2.66009
C -4.17539 -3.01786 -0.93544
C -5.00310 3.09692 -3.14107
C -3.45780 -4.21427 -0.67660
C -3.65394 2.33205 -1.24946
C -6.08910 2.64365 -1.00238
B 1.12238 0.57331 -2.34550
Li 3.85050 1.47620 -3.86770
H 3.69847 3.81640 2.61399
H -7.09007 2.90219 -0.46437
H 4.06263 2.16955 -0.92874
H 3.81298 -3.55919 -2.99447
H 0.24472 -2.38322 -1.91923
H -3.70825 -4.96297 0.02363
H -2.87835 3.08655 -3.31921
H -0.38700 -0.37874 0.66097
H -0.29511 -1.97272 5.27778
H -2.08583 1.64405 -1.51500
H -1.02895 1.56377 1.38296
H 4.78812 -3.06588 -1.43231
H -1.02454 0.27199 4.85175
H 4.73893 3.43420 4.26489
H -5.16948 3.49140 -4.22830
H 5.46351 1.38552 -0.21379
H 2.99011 -3.01840 -1.70747
H -4.79798 1.94167 0.59678
H 6.48489 1.82577 -2.36403
H 0.82841 -3.77322 4.65722
H 1.59446 1.81569 0.06685
H 2.34648 -0.08742 1.57528
H 5.25815 1.24077 5.60718
H -1.60485 -5.25236 -0.67607
H -5.77631 -2.41502 -1.21911
H -1.73622 -1.26759 -2.56239
H -4.23769 -1.03100 -1.73423
H -7.37210 3.86338 -3.74652
H 3.95807 -0.81922 3.26448
H 4.45134 0.31050 -1.22425
H 2.50160 -1.44560 -2.45136
H 0.37099 -2.40190 1.15017
```

The value obtained for the electronic energy is -59705.725 eV. The frontier orbital gap is 6.062 eV. Its spin multiplicity is 1. Its relative energy (zero: lowest compared OMol25 entry of this formula, charge and spin) is 1.067 eV. Its molecular weight is 598.3 g/mol.

***

# 2
Entry from the Open Molecules 2025 dataset: the molecule C6H11NO2 (wB97M-V/def2-TZVPD).

XYZ file:
```
20
Properties=species:S:1:pos:R:3
O 0.08720 -1.29866 -0.33948
O -1.01110 0.50864 -2.38288
N -2.21151 1.16120 -0.68686
C 2.54753 0.12725 0.12159
C 1.22108 0.84124 0.07072
C 0.20102 0.67202 1.15664
C -1.03978 0.69747 -1.15587
C -0.95605 -2.05076 0.24221
C -0.05159 0.06778 -0.20900
H -0.39475 1.52141 1.49330
H 0.42974 -0.05406 1.93848
H -2.17000 1.82822 0.07159
H 1.25556 1.82902 -0.39564
H 2.46802 -0.81958 0.66990
H 2.91546 -0.08966 -0.89107
H -2.91205 1.08787 -1.51040
H -1.03819 -1.84238 1.32148
H 3.29185 0.75757 0.62842
H -0.71099 -3.10944 0.09854
H -1.92145 -1.83515 -0.24168
```

The value obtained for the electronic energy is -11984.005 eV. The frontier orbital gap is 10.258 eV. Its spin multiplicity is 1. Its relative energy (zero: lowest compared OMol25 entry of this formula, charge and spin) is 2.263 eV. Its SMILES is CO[C@@]1(C(N)=O)C[C@H]1C. Its molecular weight is 129.2 g/mol.

***

# 3
Entry from the Open Molecules 2025 dataset: a cluster of 10 separate species, C20H26Cl16N2O4 in total (wB97M-V/def2-TZVPD).

XYZ file:
```
68
Properties=species:S:1:pos:R:3
Cl 2.88399 -18.99464 -11.97347
Cl 0.24195 -10.47367 -11.03105
Cl -2.93548 -12.67225 -8.13731
Cl 0.75104 -20.77083 -15.66719
Cl 2.16721 -15.39622 -10.51944
Cl -2.93741 -16.76589 -8.49412
Cl -0.27184 -13.78162 -8.58666
Cl 3.79469 -16.87809 -13.77748
Cl -6.90346 -14.47304 -9.35401
Cl -5.72067 -17.79814 -11.85680
Cl -1.01145 -17.62027 -10.56628
Cl -3.46410 -19.04584 -13.34503
Cl 3.53740 -12.96579 -9.94070
Cl -7.90663 -12.98164 -11.77135
Cl 1.66940 -11.31787 -13.52768
Cl -1.02956 -19.02816 -17.10403
O -4.91958 -11.76547 -17.15668
O 0.41035 -14.72375 -13.39281
O -0.74171 -16.50373 -13.74160
O -5.34254 -13.76751 -16.59723
N -4.55995 -12.89913 -16.86300
N -0.63779 -15.32928 -13.38664
C -2.27221 -16.41632 -10.10850
C -4.14924 -14.39501 -12.86342
C -1.65093 -13.50059 -12.14794
C -1.37260 -14.85734 -16.51053
C -0.78700 -12.53188 -16.96976
C -3.12670 -13.22147 -16.86584
C 3.15427 -14.08675 -11.24319
C -4.91075 -19.31919 -12.33356
C -8.21600 -13.49614 -10.14092
C -4.01250 -13.32073 -12.01336
C 0.15462 -10.71252 -12.79746
C -1.80119 -14.63394 -12.97040
C -2.69927 -14.51262 -16.56101
C -2.77047 -12.86425 -11.66674
C 2.42605 -17.86571 -13.19580
C -0.69911 -19.79436 -15.54787
C -3.03526 -15.14678 -13.37719
C -2.18029 -12.26874 -17.12310
C -0.40256 -13.83187 -16.72767
C -1.48332 -13.46373 -7.36962
H -1.70116 -15.50334 -10.03484
H -2.47642 -11.28459 -17.47023
H -0.16432 -9.73132 -13.21549
H 2.05993 -18.39630 -14.05178
H -5.59591 -19.85007 -12.96658
H -3.11155 -16.48011 -10.82046
H -4.93580 -12.96469 -11.56474
H -3.44738 -15.23940 -16.43392
H -8.23718 -12.56307 -9.50778
H -2.66208 -12.06172 -11.02560
H 0.65539 -14.06837 -16.55136
H -4.43047 -19.84183 -11.46146
H -9.09823 -14.07474 -9.96818
H -1.53493 -20.44637 -15.31951
H -1.14850 -12.78988 -6.64746
H -0.00638 -11.80695 -17.07933
H -3.10399 -16.04687 -14.05733
H 2.60479 -13.60110 -12.07207
H 1.72992 -17.18950 -12.79550
H 4.13067 -14.54911 -11.54150
H -1.86307 -14.40922 -7.06723
H -0.62637 -13.26332 -11.88967
H -1.08670 -15.80624 -16.20361
H -5.15210 -14.70849 -13.22680
H -0.48196 -19.02000 -14.80050
H -0.59505 -11.47461 -12.97967
```

The value obtained for the electronic energy is -232685.125 eV. The frontier orbital gap is 9.060 eV. Its spin multiplicity is 1. Its SMILES is O=[N+]([O-])c1ccccc1.O=[N+]([O-])c1ccccc1.ClCCl.ClCCl.ClCCl.ClCCl.ClCCl.ClCCl.ClCCl.ClCCl. Its molecular weight is 925.7 g/mol.

***

# 4
Entry from the Open Molecules 2025 dataset: a cluster of 2 separate species, C5H13NO4 in total (wB97M-V/def2-TZVPD).

XYZ file:
```
23
Properties=species:S:1:pos:R:3
O -1.63939 -0.70269 2.03625
O -1.42148 1.33574 1.07147
O 0.25898 1.17106 -1.26243
O 0.60528 -1.62129 0.95628
N 0.04935 -0.76598 -0.02146
C 1.03501 0.21150 -0.61205
C -1.80509 -0.00415 1.06140
C -2.75525 -0.27228 -0.07007
C 1.92971 -0.47222 -1.64330
C 1.86598 0.82543 0.51504
H 1.32723 -0.81614 -2.48343
H -0.29382 -1.36055 -0.77657
H 2.43795 -1.31799 -1.18323
H 2.66904 0.23669 -2.01328
H -2.92584 -1.34092 -0.15555
H -1.11475 1.58223 1.96324
H 2.48096 1.62200 0.09867
H -3.70108 0.22232 0.15205
H 1.21512 1.24937 1.28014
H 2.50615 0.06716 0.96622
H -2.36075 0.12908 -0.99842
H -0.02603 -1.55832 1.70726
H -0.33724 1.57995 -0.58821
```

The value obtained for the electronic energy is -15075.043 eV. The frontier orbital gap is 10.245 eV. Its spin multiplicity is 1. Its relative energy (zero: lowest compared OMol25 entry of this formula, charge and spin) is 1.072 eV. Its SMILES is CC(C)(O)NO.CC(=O)O. Its molecular weight is 151.2 g/mol.